ORCA calculation (ωB97M-V with the def2-TZVPD basis set) on a single C18H14F3N3O2S molecule.

Multiplicity   1
Structure (SMILES)   O=C(CSc1nc(-c2ccccc2)cc(C(F)(F)F)n1)NCc1ccco1
LUMO energy   -0.31 eV
Frontier orbital gap   8.54 eV
E_tot   -46447.115 eV

```
41
Properties=species:S:1:pos:R:3:nbo_charge:R:1
O -0.550 1.721 -1.423 -0.633
C -0.840 0.575 -1.685 0.683
N 0.019 -0.319 -2.203 -0.613
H -0.301 -1.256 -2.405 0.408
C 1.385 0.018 -2.557 -0.273
C 1.648 -0.249 -4.001 0.255
C 2.227 -1.313 -4.631 -0.302
C 2.163 -1.034 -6.018 -0.318
C 1.545 0.173 -6.125 0.093
O 1.229 0.653 -4.913 -0.393
H 1.284 0.773 -6.974 0.204
H 2.527 -1.647 -6.816 0.229
H 2.652 -2.179 -4.168 0.227
H 2.081 -0.565 -1.946 0.213
H 1.503 1.083 -2.338 0.256
C -2.251 0.044 -1.460 -0.623
H -2.759 0.673 -0.730 0.265
H -2.801 0.055 -2.402 0.251
S -2.294 -1.684 -0.888 0.292
C -1.522 -1.499 0.661 0.263
N -1.261 -0.276 1.082 -0.488
C -0.687 -0.128 2.273 0.251
C -0.344 -1.261 3.032 -0.290
C -0.670 -2.488 2.483 0.150
N -1.262 -2.628 1.308 -0.448
C -0.334 -3.782 3.190 0.956
F -0.020 -3.583 4.481 -0.324
F 0.730 -4.385 2.634 -0.316
F -1.338 -4.660 3.169 -0.305
H 0.158 -1.190 3.981 0.242
C -0.438 1.237 2.730 -0.034
C -0.357 2.272 1.796 -0.194
C -0.120 3.567 2.215 -0.197
C 0.027 3.850 3.564 -0.191
C -0.067 2.829 4.497 -0.215
C -0.296 1.530 4.088 -0.202
H -0.391 0.751 4.828 0.210
H 0.035 3.048 5.550 0.216
H 0.210 4.863 3.890 0.215
H -0.052 4.358 1.484 0.219
H -0.469 2.052 0.746 0.262
```



ORCA calculation (ωB97M-V with the def2-TZVPD basis set) on a molecular structure, C18H14FN5.

Multiplicity   1
LUMO energy   -0.95 eV
Frontier orbital gap   6.66 eV
E_tot   -29057.862 eV

```
38
Properties=species:S:1:pos:R:3:nbo_charge:R:1
F 3.520 4.162 1.052 -0.334
C 3.232 2.814 0.991 0.392
C 4.268 1.938 1.328 -0.251
C 3.950 0.574 1.273 -0.213
C 2.649 0.141 1.004 -0.106
C 1.576 1.015 0.708 -0.120
C 0.226 0.467 0.738 0.082
C -0.921 1.390 0.728 -0.058
C -2.176 0.811 0.460 -0.192
C -3.384 1.438 0.724 -0.199
C -3.427 2.742 1.211 -0.188
C -2.207 3.391 1.434 -0.223
C -0.983 2.739 1.266 -0.209
C 1.931 2.411 0.671 -0.255
H 5.256 2.290 1.638 0.241
H 4.721 -0.167 1.478 0.224
H 2.432 -0.918 1.074 0.199
H 0.078 -0.410 1.515 0.261
H -2.185 -0.182 0.038 0.262
H -4.299 0.888 0.565 0.217
H -4.370 3.246 1.412 0.219
H -2.201 4.419 1.815 0.220
H -0.098 3.274 1.677 0.220
H 1.213 3.221 0.484 0.245
N -0.629 -4.919 -3.185 -0.794
C -0.914 -3.704 -2.637 0.406
N -2.049 -3.117 -3.019 -0.526
C -2.422 -1.973 -2.452 0.266
N -1.715 -1.258 -1.544 -0.548
C -0.483 -1.624 -1.266 0.337
C -0.064 -2.994 -1.714 -0.026
N 0.861 -3.463 -0.821 -0.457
C 1.110 -2.405 0.027 0.155
N 0.389 -1.226 -0.260 -0.446
H 0.123 -5.540 -2.866 0.412
H -1.431 -5.347 -3.677 0.405
H -3.383 -1.565 -2.753 0.180
H 1.806 -2.561 0.882 0.203
```



ORCA calculation (ωB97M-V with the def2-TZVPD basis set) on a molecular structure, C18H14N5O2W.

Multiplicity   1
Net charge   +3
LUMO energy (spin up / spin down)   -13.33 / -13.33 eV
Frontier orbital gap (spin up / spin down)   5.94 / 5.94 eV
E_tot   -32232.310 eV

```
40
Properties=species:S:1:pos:R:3:nbo_charge:R:1
W 0.458 0.311 0.048 2.176
O 2.072 1.139 0.056 -0.553
C 1.909 1.343 -1.291 0.143
C 2.802 0.738 -2.195 -0.144
C 2.893 1.189 -3.507 -0.138
C 2.101 2.249 -3.944 -0.058
C 1.196 2.864 -3.089 -0.131
C 1.043 2.430 -1.763 -0.117
C 0.316 3.132 -0.708 0.261
N -0.131 2.374 0.237 -0.496
C -0.460 2.835 1.582 -0.247
C 0.337 1.891 2.535 -0.248
N 0.084 0.527 2.035 -0.510
C -0.729 -0.314 2.645 0.256
C -1.462 -1.314 1.938 -0.231
C -2.064 -2.393 2.640 -0.081
C -2.950 -3.249 2.025 -0.186
C -3.336 -3.023 0.704 -0.043
C -2.781 -1.970 -0.023 -0.277
C -1.819 -1.148 0.541 0.397
O -1.283 -0.091 -0.159 -0.597
H 3.511 0.018 -1.794 0.274
H 3.631 0.747 -4.164 0.282
H 2.215 2.614 -4.956 0.281
H 0.592 3.688 -3.446 0.275
H 0.265 4.226 -0.688 0.264
H -1.541 2.721 1.759 0.252
H -0.181 3.884 1.742 0.266
H -0.001 2.030 3.569 0.274
H 1.423 2.107 2.470 0.254
H -0.934 -0.198 3.714 0.270
H -1.803 -2.546 3.676 0.260
H -3.369 -4.076 2.583 0.278
H -4.079 -3.661 0.245 0.275
H -3.103 -1.778 -1.041 0.273
N 0.996 -1.526 -0.135 -0.684
C 1.034 -2.725 -0.401 0.777
N 0.953 -3.889 -0.620 -0.324
C 1.069 -5.063 -1.163 0.336
N 1.127 -6.093 -1.657 -0.059
```



ORCA calculation (ωB97M-V with the def2-TZVPD basis set) on a molecular structure, C18H14N9OSTi.

Multiplicity   2
Expectation value of S²   0.757
LUMO energy (spin up / spin down)   0.18 / -0.12 eV
Frontier orbital gap (spin up / spin down)   7.85 / 8.16 eV
E_tot   -68300.278 eV

```
44
Properties=species:S:1:pos:R:3:nbo_charge:R:1
Ti 1.484 0.328 1.415 1.380
N 5.477 -0.112 -0.170 -0.804
C 4.295 -0.354 0.472 0.291
S 3.923 0.668 1.850 -0.320
N 3.552 -1.314 0.002 -0.417
N 2.354 -1.421 0.697 -0.337
C 1.824 -2.581 0.785 0.129
C 0.637 -2.855 1.578 -0.130
C 0.046 -4.119 1.466 -0.160
C -1.042 -4.478 2.232 -0.254
C -1.549 -3.563 3.155 -0.169
C -0.975 -2.317 3.298 -0.262
C 0.114 -1.939 2.512 0.346
O 0.644 -0.720 2.693 -0.711
H 6.179 0.376 0.358 0.397
H 5.800 -0.851 -0.775 0.395
H 2.317 -3.408 0.278 0.201
H 0.463 -4.821 0.753 0.210
H -1.490 -5.455 2.123 0.217
H -2.397 -3.831 3.771 0.215
H -1.354 -1.600 4.015 0.225
N -6.633 0.999 -4.675 -0.317
C -5.703 0.911 -4.004 0.267
C -4.540 0.800 -3.164 -0.132
C -4.618 0.120 -1.950 -0.166
C -3.501 0.017 -1.145 -0.196
C -2.286 0.592 -1.534 -0.101
C -2.221 1.270 -2.755 -0.194
C -3.336 1.375 -3.564 -0.178
C -1.133 0.489 -0.693 -0.034
C -0.148 0.402 0.019 -0.473
H -5.556 -0.326 -1.647 0.225
H -3.553 -0.512 -0.203 0.227
H -1.282 1.711 -3.061 0.223
H -3.282 1.899 -4.508 0.226
N 2.575 4.187 -1.566 -0.588
N 2.056 3.819 -0.336 0.195
N 1.516 4.685 0.486 -0.257
C 1.097 3.885 1.461 0.155
N 1.386 2.610 1.207 -0.318
N 2.001 2.589 0.039 -0.019
H 2.983 5.108 -1.452 0.389
H 3.287 3.504 -1.805 0.393
H 0.589 4.233 2.343 0.230
```



ORCA calculation (ωB97M-V with the def2-TZVPD basis set) on a molecular structure, C18H15AsIrO6PSSe2.

Multiplicity   2
Net charge   +1
Expectation value of S²   0.759
LUMO energy (spin up / spin down)   -5.33 / -5.78 eV
Frontier orbital gap (spin up / spin down)   7.01 / 6.57 eV
E_tot   -245681.805 eV

```
45
Properties=species:S:1:pos:R:3:nbo_charge:R:1
Ir 0.037 -1.326 -0.385 1.130
O 0.422 -5.036 -1.261 -0.999
As 0.020 -4.543 0.360 2.421
O -0.904 -5.570 1.185 -1.070
O -0.756 -2.975 0.219 -1.036
C 1.748 -4.320 1.193 -0.443
C 1.958 -5.284 2.168 -0.167
C 3.158 -5.335 2.871 -0.154
C 4.161 -4.422 2.610 -0.182
C 3.969 -3.439 1.649 -0.173
C 2.770 -3.391 0.951 -0.290
S 2.617 -2.056 -0.168 2.352
O 3.890 -1.560 -0.524 -0.842
O 1.728 -0.987 0.555 -0.799
O 1.666 -2.429 -1.251 -0.908
H -0.368 -5.219 -1.786 0.510
H 1.168 -5.998 2.367 0.270
H 3.300 -6.101 3.621 0.240
H 5.097 -4.465 3.149 0.240
H 4.743 -2.716 1.432 0.254
Se 0.273 0.449 -1.992 -0.047
P -1.273 1.506 -0.810 1.036
Se -1.986 -0.249 0.322 -0.053
C -0.492 2.715 0.254 -0.367
C -0.035 3.893 -0.343 -0.203
C 0.618 4.837 0.428 -0.195
C 0.810 4.611 1.786 -0.156
C 0.352 3.443 2.377 -0.197
C -0.299 2.486 1.613 -0.200
C -2.507 2.325 -1.796 -0.384
C -2.684 1.993 -3.138 -0.191
C -3.682 2.619 -3.865 -0.197
C -4.502 3.556 -3.252 -0.151
C -4.330 3.880 -1.912 -0.196
C -3.329 3.271 -1.177 -0.195
H -0.193 4.072 -1.400 0.229
H 0.976 5.750 -0.028 0.236
H 1.317 5.354 2.387 0.234
H 0.498 3.275 3.435 0.235
H -0.656 1.574 2.074 0.234
H -2.048 1.253 -3.608 0.232
H -3.820 2.375 -4.910 0.237
H -5.282 4.041 -3.824 0.235
H -4.973 4.611 -1.442 0.237
H -3.179 3.532 -0.136 0.232
```